The following is a DFT calculation (ωB97M-V with the def2-TZVPD basis set) of a cluster of 2 separate species, C3H8O in total in a non-equilibrium geometry.

Last column: natural (NBO) charge in e.
CARTESIAN COORDINATES (ANGSTROEM)
C -0.561 -2.216 1.612  -0.859
C -0.353 1.885 -1.397  -0.768
C 0.519 1.047 -0.414  0.253
O 1.715 1.195 -0.832  -0.656
H -0.664 -1.139 1.563  0.232
H -0.661 -2.628 0.571  0.208
H -1.282 -2.780 2.248  0.210
H -0.170 2.907 -1.095  0.237
H -1.442 1.568 -1.445  0.228
H -0.001 1.816 -2.539  0.210
H 0.438 -2.441 1.984  0.206
H 2.462 0.787 -0.255  0.502

Results
ΔE to the lowest compared entry with this formula, charge and spin = 3.131 eV

The following is a DFT calculation (ωB97M-V with the def2-TZVPD basis set) of the ion C9H8N3O2S with charge -1 in a non-equilibrium geometry.

Last column: natural (NBO) charge in e.
CARTESIAN COORDINATES (ANGSTROEM)
C 0.975 0.174 -4.625  -0.689
C 0.298 0.156 -3.274  0.054
N -0.981 0.371 -3.133  -0.281
N -1.438 0.251 -1.916  -0.268
C -0.531 -0.102 -1.011  0.073
C -0.816 -0.327 0.455  -0.328
C -0.020 -1.524 1.008  -0.258
C 0.557 -1.630 2.195  -0.006
N 0.368 -0.708 3.204  -0.526
C -0.009 0.464 2.942  0.293
C -0.182 1.438 4.163  0.740
O 0.789 2.031 4.555  -0.721
O -1.311 1.275 4.588  -0.733
C -0.382 0.775 1.416  -0.492
S 1.031 -0.393 -1.710  0.337
H 0.314 0.976 -5.068  0.259
H 2.112 0.133 -4.715  0.240
H 0.839 -0.842 -5.098  0.228
H -1.866 -0.520 0.593  0.242
H 0.151 -2.399 0.406  0.190
H 0.841 -2.589 2.552  0.186
H 0.403 1.409 0.919  0.222
H -1.141 1.580 1.552  0.236

Results
SMILES string = Cc1nnc([C@H]2C=CN=C(C(=O)[O-])C2)s1
Charge = -1
ΔE to the lowest compared entry with this formula, charge and spin = 1.180 eV

The following is a DFT calculation (ωB97M-V with the def2-TZVPD basis set) of a structure of composition C55H32BiCl7F9GeNOP.

Last column: Mulliken charge in e.
CARTESIAN COORDINATES (ANGSTROEM)
Bi 0.895 0.639 -1.509  1.653
Cl 1.589 5.852 -0.889  -0.227
C 2.816 4.639 -0.833  0.332
C 4.153 5.013 -0.744  -0.536
C 5.141 4.060 -0.706  0.765
Cl 6.802 4.568 -0.582  -0.292
C 4.830 2.691 -0.772  0.198
C 5.784 1.652 -0.771  -1.109
C 5.366 0.351 -0.835  -1.513
C 4.005 0.065 -0.926  -0.159
N 3.087 1.015 -0.965  0.325
C 3.461 2.322 -0.864  0.056
C 2.407 3.296 -0.884  -0.431
O 1.185 2.931 -0.944  -0.385
H 4.408 6.062 -0.706  0.462
H 6.835 1.897 -0.714  0.459
H 6.074 -0.465 -0.822  0.599
H 3.648 -0.955 -0.968  0.706
C 0.269 0.430 0.688  -0.331
Ge 0.886 -0.989 1.963  2.176
C 2.689 -1.738 1.558  0.103
C 2.931 -2.935 0.884  0.428
C 4.224 -3.381 0.642  -1.106
C 5.309 -2.635 1.078  -0.627
C 5.089 -1.453 1.771  -0.934
C 3.794 -1.016 2.012  -0.559
C 1.275 -0.073 3.686  -0.001
C 1.569 1.287 3.762  0.018
C 1.941 1.876 4.961  -0.674
C 2.028 1.108 6.112  -0.718
C 1.734 -0.247 6.058  -0.729
C 1.359 -0.828 4.854  -0.385
C -0.331 -2.469 2.509  1.067
C -1.693 -2.272 2.726  -0.250
C -2.497 -3.287 3.229  -1.035
C -1.948 -4.526 3.526  -0.503
C -0.595 -4.741 3.312  -0.889
C 0.202 -3.722 2.809  -0.413
H 0.780 1.323 1.063  -0.231
H 2.104 -3.547 0.552  0.472
H 4.381 -4.320 0.124  0.454
H 6.321 -2.973 0.889  0.428
H 5.928 -0.868 2.130  0.445
H 3.643 -0.103 2.576  0.404
H 1.497 1.904 2.872  0.105
H 2.154 2.938 4.994  0.449
H 2.319 1.564 7.050  0.335
H 1.799 -0.853 6.954  0.374
H 1.123 -1.887 4.820  0.323
H -2.156 -1.320 2.499  0.141
H -3.552 -3.106 3.393  0.423
H -2.573 -5.320 3.915  0.374
H -0.154 -5.704 3.541  0.434
H 1.258 -3.911 2.650  0.388
F -8.527 1.980 -3.241  -0.266
C -7.849 3.134 -3.012  0.913
F -8.029 3.903 -4.108  -0.279
F -8.483 3.748 -1.992  -0.274
C -6.404 2.877 -2.721  0.257
C -6.002 2.597 -1.421  -1.094
C -4.673 2.304 -1.163  -0.059
C -3.745 2.272 -2.197  0.609
C -4.159 2.576 -3.492  -0.486
C -5.484 2.870 -3.763  -0.907
P -1.947 1.833 -1.956  -0.069
C -2.237 0.075 -2.494  0.328
C -3.085 -0.813 -1.839  -0.613
C -3.337 -2.071 -2.364  -1.234
C -2.742 -2.448 -3.558  0.492
C -1.902 -1.573 -4.236  -0.733
C -1.658 -0.320 -3.702  -0.237
C -2.989 -3.800 -4.152  0.714
F -1.870 -4.562 -4.155  -0.190
F -3.936 -4.494 -3.495  -0.305
F -3.387 -3.712 -5.443  -0.287
C -1.720 1.842 -0.170  -0.064
C -1.269 0.721 0.760  2.331
C -1.566 1.129 2.185  -1.843
C -1.630 2.429 2.562  0.954
C -1.645 3.495 1.632  -1.920
C -1.730 3.154 0.295  -1.041
C -1.814 2.771 4.006  0.515
F -1.104 3.865 4.371  -0.294
F -1.454 1.780 4.850  -0.255
F -3.114 3.055 4.300  -0.323
H -6.729 2.618 -0.619  0.427
H -4.338 2.104 -0.151  0.256
H -3.430 2.574 -4.296  0.426
H -5.809 3.106 -4.767  0.399
H -3.569 -0.511 -0.918  0.559
H -3.990 -2.762 -1.847  0.482
H -1.451 -1.874 -5.174  0.431
H -1.007 0.370 -4.228  0.424
H -1.793 -0.219 0.536  -0.220
H -1.591 0.356 2.943  0.331
H -1.702 4.523 1.958  0.477
H -1.890 3.947 -0.433  0.529
Cl 3.169 -0.078 -4.078  -0.184
C 2.480 -1.561 -3.488  0.956
C 1.618 -1.523 -2.395  -1.470
C 0.962 -2.714 -2.116  0.474
Cl -0.302 -2.722 -0.944  0.051
C 1.266 -3.918 -2.746  -0.208
Cl 0.505 -5.382 -2.257  -0.163
C 2.209 -3.931 -3.767  0.254
Cl 2.623 -5.406 -4.546  -0.212
C 2.792 -2.734 -4.172  0.000
Cl 3.876 -2.723 -5.510  -0.215

Results
Charge = -1
ΔE to the lowest compared entry with this formula, charge and spin = 0.039 eV

The following is a DFT calculation (ωB97M-V with the def2-TZVPD basis set) of a cluster of 7 separate species, C42H86F9N4O7 in total in a non-equilibrium geometry.

Last column: Mulliken charge in e.
CARTESIAN COORDINATES (ANGSTROEM)
C 4.821 -3.714 -4.156  -1.358
C 4.212 -2.682 -3.214  -0.022
C 4.333 -3.143 -1.753  -1.046
C 3.640 -2.268 -0.765  0.734
N 4.055 -2.575 0.626  0.939
C 5.504 -2.197 0.961  -0.779
C 5.430 -1.985 2.444  -0.951
C 3.929 -1.744 2.923  -0.616
C 3.175 -1.805 1.568  0.782
C 3.929 -4.059 0.874  -1.006
H 4.801 -3.286 -5.239  0.338
H 4.193 -4.612 -4.023  0.346
H 5.832 -3.954 -3.965  0.350
H 3.146 -2.672 -3.414  0.273
H 4.635 -1.669 -3.417  0.194
H 5.358 -3.390 -1.480  0.412
H 3.935 -4.197 -1.818  0.371
H 2.542 -2.435 -0.702  0.032
H 3.810 -1.226 -1.010  -0.316
H 6.134 -2.978 0.630  0.606
H 5.676 -1.296 0.477  0.399
H 5.831 -2.834 2.974  0.297
H 6.077 -1.177 2.758  0.452
H 3.539 -2.551 3.585  0.392
H 3.786 -0.786 3.468  0.362
H 2.268 -2.470 1.636  -0.577
H 2.938 -0.820 1.120  -0.278
H 4.750 -4.574 0.383  0.414
H 2.988 -4.298 0.409  0.292
H 3.939 -4.320 1.958  0.354
C 0.605 1.249 4.295  -1.404
C 0.278 -0.202 4.062  -0.077
C -1.223 -0.366 3.648  0.259
C -1.621 -1.835 3.506  -0.413
N -2.996 -1.990 3.023  1.018
C -3.958 -1.389 4.045  -0.459
C -5.280 -2.064 3.739  -0.860
C -4.863 -3.480 3.204  -0.649
C -3.369 -3.434 2.977  -0.544
C -3.244 -1.404 1.636  -0.041
H 0.840 1.841 3.432  0.174
H 1.473 1.400 4.987  0.386
H -0.234 1.682 4.855  0.414
H 0.328 -0.710 5.000  0.697
H 1.012 -0.650 3.380  -0.321
H -1.396 0.126 2.671  -0.341
H -1.834 0.161 4.334  0.598
H -1.521 -2.353 4.435  0.732
H -0.937 -2.352 2.834  -0.796
H -4.067 -0.311 3.933  0.177
H -3.555 -1.713 5.004  0.530
H -5.843 -1.569 2.973  0.314
H -5.919 -2.092 4.667  0.445
H -5.410 -3.671 2.262  0.373
H -5.074 -4.260 3.983  0.316
H -2.988 -3.847 2.077  0.076
H -2.868 -3.856 3.799  0.553
H -2.674 -2.033 0.976  -0.845
H -3.076 -0.374 1.663  -0.176
H -4.316 -1.558 1.353  0.471
C -1.510 6.237 -4.451  -1.490
C -1.262 4.851 -3.770  -0.436
C -2.427 3.836 -3.717  -0.261
C -1.885 2.482 -3.267  0.445
N -2.990 1.405 -3.272  0.839
C -2.533 0.129 -2.540  0.764
C -3.501 -0.967 -3.109  -0.721
C -3.654 -0.628 -4.591  -1.128
C -3.419 0.913 -4.708  -0.452
C -4.251 1.849 -2.537  -0.510
H -1.572 6.138 -5.540  0.361
H -0.640 6.862 -4.382  0.433
H -2.392 6.711 -4.035  0.327
H -1.151 5.135 -2.703  0.029
H -0.323 4.402 -4.064  0.575
H -2.790 3.668 -4.730  0.344
H -3.198 4.179 -2.995  0.201
H -1.627 2.596 -2.189  -0.872
H -1.029 2.092 -3.891  0.622
H -2.385 0.406 -1.468  -0.560
H -1.498 -0.106 -2.951  -0.115
H -4.457 -0.911 -2.650  0.443
H -3.080 -1.940 -2.854  0.371
H -4.610 -0.834 -4.966  0.446
H -2.953 -1.139 -5.215  0.374
H -4.304 1.562 -4.826  0.355
H -2.575 1.179 -5.366  0.393
H -4.700 2.664 -3.117  0.521
H -4.068 2.097 -1.500  -0.501
H -4.937 1.049 -2.556  0.730
C -0.021 -0.152 -0.313  2.730
C 0.633 1.111 -0.013  -0.220
O 1.860 1.117 0.195  -1.031
N -0.084 2.247 0.171  1.276
H 3.443 1.150 -0.604  0.425
H -1.059 2.305 0.010  -0.658
C 0.583 3.563 0.347  -1.452
H 0.568 -0.963 0.118  -0.573
H -0.092 -0.272 -1.445  -0.280
H -0.967 -0.295 0.169  -1.248
H -0.071 4.164 0.876  0.371
H 0.697 3.956 -0.609  0.384
H 1.565 3.404 0.822  0.344
C -0.318 -3.646 0.278  1.416
O -0.595 -4.351 1.558  -0.085
O 0.919 -3.634 -0.052  -0.846
C -1.474 -4.303 -0.726  0.650
F -1.462 -3.611 -1.904  -0.257
F -1.383 -5.577 -0.973  -0.301
F -2.669 -4.051 -0.157  -0.203
C 0.312 -5.356 2.024  0.204
C 0.170 -5.672 3.499  -1.494
H 1.032 -6.272 3.735  0.473
H 0.361 -4.777 4.070  0.278
H -0.768 -6.083 3.904  0.298
H 1.331 -5.037 1.830  -0.182
H 0.108 -6.275 1.494  0.366
H -0.775 -2.683 0.461  -1.213
C -3.582 2.886 0.534  -0.780
O -2.648 3.962 0.434  -0.141
O -3.148 1.747 0.057  -0.759
C -3.895 2.702 2.115  0.612
F -4.950 1.770 2.249  -0.309
F -2.892 2.215 2.858  -0.156
F -4.306 3.921 2.574  -0.313
C -3.239 5.256 0.101  0.039
C -2.434 6.357 0.733  -1.328
H -1.593 6.848 0.173  0.298
H -3.067 7.192 0.941  0.391
H -1.958 5.985 1.699  0.263
H -4.287 5.240 0.481  0.467
H -3.249 5.390 -1.025  -0.027
H -4.600 3.167 0.178  0.378
C 4.446 2.120 -1.894  -0.598
O 4.278 3.320 -1.274  -0.392
O 4.265 0.987 -1.145  -0.415
C 3.436 2.135 -3.040  1.055
F 3.190 0.909 -3.399  -0.225
F 2.303 2.748 -2.741  -0.203
F 3.982 2.774 -4.125  -0.349
C 5.488 3.942 -0.836  -0.360
C 6.303 3.174 0.197  -0.949
H 7.175 3.857 0.453  0.369
H 5.730 2.795 1.032  0.231
H 6.752 2.258 -0.243  0.260
H 5.240 4.937 -0.457  0.403
H 6.152 4.194 -1.770  0.312
H 5.510 2.061 -2.255  0.534

Results
Charge = +1

| no. | orbital gap (eV) | E_tot (a.u.) | highest occupied orbital energy (eV) |
| --- | --- | --- | --- |
| 1 | 9.13 | -194.2209 | -8.451 |
| 2 | 6.63 | -1060.6699 | -4.279 |
| 3 | 4.87 | -8998.2349 | -3.490 |
| 4 | 8.52 | -3296.0908 | -9.885 |